Formula: C33H65INO10
Source: the Open Molecules 2025 dataset
Level of theory: ωB97M-V with the def2-TZVPD basis set

Computed properties:
* molecular weight: 762.78 g/mol
* net charge: -1
* E_tot: -65339.7967 eV
* gap between HOMO and LUMO: 6.437 eV
* max |F|: 1.34 eV Å⁻¹

CARTESIAN COORDINATES (ANGSTROEM)
C 5.087 -2.452 2.118
O -2.011 4.453 1.143
H -4.131 -4.920 -4.789
H 3.632 1.103 0.798
C -3.465 0.676 -0.717
H -3.235 2.169 0.847
C 8.546 -4.421 6.297
H -3.279 6.699 -0.067
O -3.275 0.894 3.783
H 2.306 1.111 -2.698
H 0.126 1.355 1.686
H -4.518 -0.066 6.149
H -0.432 0.434 0.306
H 5.483 -1.911 2.984
H -3.309 -0.556 -7.390
H 6.016 -2.881 -0.669
H 3.673 -0.120 -0.492
C 3.030 0.487 0.139
H -3.690 -1.093 4.148
H -3.272 10.239 0.019
H 6.662 -1.709 6.485
H -3.539 2.934 3.977
I -5.136 0.686 -2.130
H -5.194 2.287 6.072
O 6.572 -3.467 5.403
H -0.520 7.719 -0.822
H -2.872 2.106 5.395
H -2.310 -7.478 -7.091
H -4.648 -7.473 -6.370
H -2.485 6.644 -1.649
N -1.894 2.565 -0.792
H 9.208 -2.493 7.130
H 8.899 -5.197 6.975
C -2.616 7.240 -0.746
C -3.970 -6.844 -5.787
H -3.558 -5.894 -8.434
H 7.245 -1.746 -0.076
H 2.456 -0.230 0.721
C 6.971 -3.523 1.177
C -2.468 -1.683 -5.713
H 7.874 -1.887 5.202
C -1.385 0.156 -4.757
H -1.555 1.059 1.522
H -1.903 -6.238 -5.899
C -4.533 -5.436 -5.667
C -3.172 2.127 -0.238
C -1.302 7.576 -0.071
C -2.547 9.556 -0.430
O -3.241 8.495 -1.086
O 5.446 -1.730 0.935
H 5.064 -4.496 1.431
H 4.001 -2.492 2.202
H -4.858 -0.230 3.127
C -3.112 -5.486 -7.519
H 7.379 -4.387 0.654
H -5.622 -5.418 -5.610
O -1.607 -1.257 -4.655
H -2.002 3.550 -1.011
C 8.302 -3.075 6.971
H -0.749 9.512 0.824
H -3.139 -0.290 1.210
H -2.222 1.618 -6.152
C 7.174 -4.726 5.711
C -3.038 -0.421 -6.343
H 6.537 -5.241 6.438
C -0.978 3.727 1.219
H -0.323 0.367 -4.624
H -1.868 -2.253 -6.434
H -1.130 0.435 -6.882
O -4.110 -4.726 -6.836
C -5.007 1.776 5.129
C 7.337 -2.413 5.998
C 2.111 1.282 -0.774
H -2.287 -4.830 -7.800
H -2.632 0.292 -1.287
C 5.721 -3.828 1.994
H -3.928 -0.099 -5.798
H 2.304 3.345 -0.505
H -1.971 10.109 -1.184
H -6.032 -0.176 5.244
C -2.686 -6.597 -6.571
C 6.463 -2.442 0.231
H -1.940 0.649 -3.955
H 1.227 0.696 -1.015
H -5.755 2.109 4.405
H 5.928 -4.286 2.959
O 2.759 1.611 -2.019
O -0.053 3.858 2.044
H 1.705 2.594 0.943
H 9.280 -4.309 5.495
H -4.098 -1.250 0.085
H 7.751 -3.117 1.827
C -0.793 2.579 0.169
H 7.227 -5.333 4.806
C -3.605 2.032 4.585
H -3.811 -7.321 -4.821
H -3.941 2.749 -0.674
C -4.220 -0.148 4.013
C -5.030 0.252 5.237
H -2.170 8.730 1.529
C -1.627 8.907 0.597
O 0.341 2.937 -0.626
H 7.818 -3.225 7.938
C 1.612 2.585 -0.138
H -0.976 6.799 0.619
H -4.799 0.162 0.835
C -3.878 -0.238 0.416
C -0.665 1.287 0.950
C -1.905 0.577 -6.123
H -3.240 -2.339 -5.311